102
Properties=species:S:1:pos:R:3 method="wB97M-V/def2-TZVPD" multiplicity=1 homo_lumo_gap_ev=7.68 e_homo_ev=-8.19 lumo_energy_ev=-0.510 e_above_lowest_kcal_mol=4.35 e_tot_ha=-2568.73876 charge=0
C 0.919 -2.907 -3.937
C 0.048 -3.845 -4.828
O -0.504 -3.161 -5.900
H 1.462 -3.479 -3.207
H 0.175 -2.497 -3.318
H 1.446 -2.114 -4.464
H -0.736 -4.454 -4.419
H 0.749 -4.494 -5.282
H -0.564 -3.813 -6.593
C -0.684 3.552 -2.398
C 0.525 3.109 -3.198
O 0.220 1.911 -3.966
H -0.402 4.404 -1.819
H -0.900 2.816 -1.658
H -1.377 3.861 -3.132
H 1.376 2.974 -2.447
H 0.925 3.906 -3.769
H 0.973 1.677 -4.461
C 4.027 0.986 2.843
O 4.109 2.313 2.634
N 5.015 0.190 3.100
N 2.896 0.304 2.955
H 6.005 0.596 3.069
H 4.945 -0.734 2.679
H 2.044 0.897 3.207
H 2.802 -0.645 3.240
C -2.810 -0.234 3.838
O -2.246 0.759 4.597
N -3.569 -1.149 4.305
N -2.634 -0.306 2.535
H -3.959 -1.074 5.316
H -3.977 -1.906 3.739
H -2.297 0.536 2.034
H -3.195 -0.847 1.896
C 0.925 -3.313 -0.340
O 0.881 -4.676 -0.346
N 1.891 -2.595 0.172
N 0.128 -2.502 -1.027
H 2.490 -3.292 0.664
H 1.942 -1.582 0.275
H -0.655 -2.969 -1.506
H 0.231 -1.507 -1.131
C -3.261 2.118 0.619
O -3.331 1.558 -0.635
N -2.183 2.076 1.362
N -4.224 2.804 1.100
H -1.282 1.652 0.962
H -2.100 2.747 2.112
H -5.174 2.668 0.674
H -4.193 3.099 2.122
C -0.935 -3.196 2.741
O -0.251 -4.383 2.405
N -0.625 -2.048 2.229
N -2.044 -3.222 3.474
H 0.071 -1.976 1.537
H -1.315 -1.253 2.194
H -2.315 -4.123 3.950
H -2.454 -2.350 3.848
C 0.769 0.318 -0.106
O -0.348 0.523 0.624
N 1.982 0.095 0.323
N 0.651 0.202 -1.347
H 2.188 0.114 1.302
H 2.745 0.182 -0.370
H -0.378 0.164 -1.688
H 1.386 -0.128 -1.997
C -1.906 -0.844 -3.269
O -2.460 -2.068 -2.895
N -1.786 0.248 -2.557
N -1.285 -0.746 -4.407
H -2.402 0.335 -1.705
H -1.260 1.122 -2.812
H -0.993 -1.644 -4.882
H -0.708 0.047 -4.457
C 0.778 2.396 4.328
O 1.273 3.681 4.423
N 0.543 1.924 3.187
N 0.623 1.600 5.380
H 0.761 2.453 2.270
H -0.070 1.127 3.161
H 0.989 1.893 6.311
H 0.213 0.678 5.284
C 3.281 0.532 -2.685
O 3.243 1.665 -3.486
N 2.676 -0.581 -2.960
N 3.936 0.528 -1.524
H 2.266 -0.574 -3.890
H 2.598 -1.471 -2.393
H 4.416 1.367 -1.172
H 4.384 -0.295 -1.232
C -3.193 -1.813 0.092
O -4.258 -1.079 0.531
H -2.449 -1.217 -0.374
H -3.689 -2.457 -0.644
H -2.735 -2.479 0.783
H -4.794 -0.681 -0.137
C 1.685 4.305 0.879
O 1.130 3.070 0.808
H 1.261 4.809 1.731
H 1.493 4.993 -0.039
H 2.820 4.159 0.900
H 1.564 2.658 0.083

***

15
Properties=species:S:1:pos:R:3 method="wB97M-V/def2-TZVPD" multiplicity=1 homo_lumo_gap_ev="8.37 / 6.29" e_homo_ev="-8.64 / -7.73" lumo_energy_ev="-0.270 / -1.442" e_above_lowest_kcal_mol=250.60 e_tot_ha=-474.55949 charge=0
C -0.094 0.062 1.753
C -0.589 1.113 1.093
C 1.211 -0.534 -0.602
C 0.424 0.365 -1.242
C 0.151 -0.801 0.516
C -0.726 0.370 -0.269
C -1.145 -1.047 -0.189
N -3.721 -0.105 -0.571
O -3.312 0.771 -1.231
O -4.851 -0.484 -0.340
H 0.288 -0.088 2.809
H -0.870 2.095 1.540
H 2.190 -0.985 -0.775
H 0.480 1.042 -1.983
H -1.236 -1.580 -1.208

***

15
Properties=species:S:1:pos:R:3 method="wB97M-V/def2-TZVPD" multiplicity=1 homo_lumo_gap_ev=10.02 e_homo_ev=-9.01 lumo_energy_ev=1.005 smiles="CN(C)CC=O" e_above_lowest_kcal_mol=42.74 e_tot_ha=-287.76435 charge=0
C -1.640 -0.719 1.317
N -0.466 -0.056 0.821
C 0.774 -0.766 1.176
C -0.528 0.159 -0.597
C 0.633 0.982 -1.088
O 1.252 0.850 -2.107
H -1.870 -1.673 0.804
H -2.535 -0.155 1.092
H -1.556 -0.823 2.396
H 0.716 -1.101 2.209
H 0.856 -1.663 0.535
H 1.597 -0.106 0.928
H -0.576 -0.805 -1.148
H -1.412 0.705 -0.921
H 0.913 1.789 -0.378